Molecular formula: C4H10N
Method: DFT, wB97M-V/def2-TZVPD

Properties
**Net charge**: +1
**ΔE to the lowest compared entry with this formula, charge and spin**: 302.1 kJ/mol
**E_LUMO**: -5.89 eV
**Gap between HOMO and LUMO**: 0.263 hartree

Bonds (Å) are listed after each position.
Element x y z (Å)
1 C 3.6080 -0.2858 -0.0984  C2 1.372, H3 1.049, H4 1.089
2 C 2.2861 -0.0819 0.2065  C1 1.372, H5 1.160, H6 1.100
3 H 4.0793 -0.4239 -1.0257  C1 1.049
4 H 4.2428 0.0984 0.6988  C1 1.089
5 H 1.4260 -0.4637 -0.4722  C2 1.160
6 H 1.9680 0.5308 1.0627  C2 1.100
7 C -1.5148 -0.4864 0.9531  N9 1.464, H10 1.134, H11 1.107, H12 1.084
8 C -2.6354 0.6501 -0.8732  N9 1.305, H13 1.102, H14 1.122
9 N -1.5362 0.1751 -0.3532  C7 1.464, C8 1.305, H15 0.961
10 H -2.2907 0.0346 1.5959  C7 1.134
11 H -1.7865 -1.5512 0.8162  C7 1.107
12 H -0.5097 -0.4457 1.3560  C7 1.084
13 H -3.5881 0.2384 -0.5030  C8 1.102
14 H -2.5962 1.4877 -1.6193  C8 1.122
15 H -0.6543 0.4934 -0.5654  N9 0.961

Atom charges from the Mulliken analysis, given in e for atoms 1 to 2:
1. C -0.5520
2. C -0.1379